[1]
Entry from the Open Molecules 2025 dataset: a molecular structure, C16H27NO5 (ωB97M-V/def2-TZVPD).

Results
LUMO energy, eV: 0.8
HOMO-LUMO gap, Eh: 0.3225
Relative energy (zero: lowest compared OMol25 entry of this formula, charge and spin), kJ/mol: 1527.5

CARTESIAN COORDINATES (ANGSTROEM)
O (1.848, 0.776, 0.028)
O (0.928, 3.497, -1.068)
O (-4.413, -1.585, -0.430)
O (4.337, 0.106, 0.900)
O (0.148, -0.946, -0.736)
N (-1.984, 1.360, 0.092)
C (3.118, -3.033, -0.553)
C (-3.439, -0.068, 1.154)
C (3.918, -2.204, 0.120)
C (1.684, -2.790, -0.683)
C (3.552, -0.928, 0.139)
C (-0.861, -1.664, -1.370)
C (1.828, 3.371, -0.120)
C (-5.393, -2.246, 0.527)
C (1.393, -1.574, -0.508)
C (5.757, -0.271, 1.135)
C (-4.175, -0.134, -0.115)
C (2.228, -0.523, 0.057)
C (-2.789, 1.154, 1.030)
C (2.486, 1.943, -0.557)
C (-0.256, 2.675, -1.270)
C (-1.198, 2.706, -0.113)
H (-0.688, 2.954, -2.264)
H (-6.263, -1.854, 0.577)
H (0.932, -3.488, -1.031)
H (3.632, 1.697, -0.171)
H (5.846, -1.145, 1.834)
H (-4.984, -2.285, 1.337)
H (-1.117, -2.619, -0.754)
H (-4.211, -0.176, 2.104)
H (2.657, 1.786, -1.505)
H (-0.629, 2.889, 0.960)
H (2.655, 4.189, -0.144)
H (6.254, -0.682, 0.374)
H (-0.544, -2.146, -2.269)
H (1.458, 3.038, 0.887)
H (6.242, 0.677, 1.236)
H (-3.889, 0.256, -1.006)
H (-5.545, -3.333, 0.044)
H (-3.708, 2.194, 1.343)
H (3.333, -4.007, -0.687)
H (-1.993, 3.647, -0.001)
H (4.955, -2.784, 0.216)
H (0.152, 1.641, -1.028)
H (-5.135, 0.245, -0.001)
H (-1.790, -1.297, -1.466)
H (-2.778, -0.955, 1.232)
H (-2.204, 1.393, 2.303)
H (-1.355, 0.549, 0.221)



[2]
Entry from the Open Molecules 2025 dataset: a single C16H27NO5 molecule (ωB97M-V/def2-TZVPD).

Results
Structure (SMILES): COCCCNCCOCCOc1c(OC)cccc1OC
LUMO energy, eV: 0.8
HOMO-LUMO gap, Eh: 0.3247
Relative energy (zero: lowest compared OMol25 entry of this formula, charge and spin), kJ/mol: 325.4

CARTESIAN COORDINATES (ANGSTROEM)
O (0.134, 3.742, 2.050)
O (-1.370, -0.691, -0.988)
O (0.153, 1.368, -0.979)
O (-1.229, -2.617, -3.090)
O (-0.564, -3.236, 1.307)
N (0.469, -0.428, 3.480)
C (0.450, -1.152, 2.220)
C (0.481, -1.261, -4.152)
C (1.487, 0.596, 3.589)
C (-0.532, -2.797, -0.032)
C (1.160, 0.795, -3.119)
C (-1.060, 4.479, 2.081)
C (-0.415, -1.513, -3.117)
C (1.252, -0.117, -4.152)
C (-1.069, -3.599, -4.084)
C (0.293, 0.553, -2.063)
C (0.047, 2.518, 2.750)
C (-0.510, -0.605, -2.053)
C (-1.744, -1.956, -0.480)
C (1.376, 1.782, 2.616)
C (-0.615, -2.249, 2.315)
C (0.828, 2.605, -0.991)
H (-1.347, 4.727, 3.111)
H (-1.882, 3.923, 1.612)
H (-1.608, -1.777, 2.351)
H (-0.446, -0.024, 3.653)
H (-0.470, -2.803, 3.245)
H (1.450, 0.970, 4.617)
H (1.915, 2.471, -1.017)
H (-2.373, -1.719, 0.381)
H (-0.877, 5.396, 1.525)
H (0.569, -1.952, -4.974)
H (1.773, 1.681, -3.138)
H (2.456, 0.110, 3.441)
H (0.382, -2.217, -0.228)
H (-1.321, -3.214, -5.077)
H (2.180, 2.488, 2.825)
H (-0.174, 2.715, 3.812)
H (1.434, -1.611, 2.086)
H (1.489, 1.437, 1.589)
H (-0.476, -3.721, -0.612)
H (-2.348, -2.506, -1.205)
H (0.555, 3.107, -0.063)
H (0.519, 3.218, -1.844)
H (-1.767, -4.393, -3.822)
H (1.932, 0.067, -4.969)
H (-0.775, 1.917, 2.332)
H (-0.051, -4.002, -4.095)
H (0.239, -0.506, 1.354)



[3]
Entry from the Open Molecules 2025 dataset: 2 unconnected molecules or ions with the total composition C16H27O3Si (ωB97M-V/def2-TZVPD).

Results
Total charge: +1
LUMO energy, eV: -5.2
HOMO-LUMO gap, Eh: 0.1866
Relative energy (zero: lowest compared OMol25 entry of this formula, charge and spin), kJ/mol: 0.0

CARTESIAN COORDINATES (ANGSTROEM)
Si (0.718, 7.408, 2.719)
O (0.770, 2.212, 1.789)
O (1.733, 6.364, 1.820)
O (1.382, 7.204, -0.257)
C (0.593, 2.452, 0.516)
C (2.075, 4.735, -1.404)
C (-0.282, 2.440, 2.740)
C (-0.937, 6.587, 2.670)
C (2.361, 8.251, -0.623)
C (1.048, 1.480, -0.422)
C (2.222, 4.977, 0.028)
C (0.682, 9.154, 2.092)
C (1.770, 6.192, 0.513)
C (1.970, 0.462, -0.046)
C (1.564, -0.637, -2.164)
C (0.709, 0.400, -2.563)
C (3.025, 4.210, 0.963)
C (0.467, 1.472, -1.712)
C (1.601, 7.359, 4.346)
C (2.213, -0.582, -0.920)
H (1.743, -1.482, -2.830)
H (0.235, 0.358, -3.545)
H (2.261, 3.683, -1.649)
H (-0.897, 5.588, 3.123)
H (2.544, 7.920, 4.281)
H (0.972, 7.820, 5.119)
H (2.909, -1.372, -0.638)
H (3.884, 4.801, 1.329)
H (2.425, 0.524, 0.942)
H (1.829, 6.325, 4.638)
H (0.201, 9.254, 1.111)
H (1.751, 9.022, -1.094)
H (3.093, 7.839, -1.329)
H (-1.648, 7.205, 3.238)
H (2.450, 3.905, 1.847)
H (0.077, 9.707, 2.830)
H (3.405, 3.298, 0.485)
H (2.871, 8.651, 0.265)
H (2.766, 5.355, -2.005)
H (1.680, 9.612, 2.062)
H (0.116, 2.071, 3.688)
H (-0.193, 2.302, -1.973)
H (-1.303, 6.491, 1.638)
H (1.047, 4.979, -1.717)
H (-0.528, 3.511, 2.797)
H (-0.126, 3.228, 0.234)
H (-1.168, 1.856, 2.449)



[4]
Entry from the Open Molecules 2025 dataset: a molecular structure, C16H28BeF2N5O7P2 (ωB97M-V/def2-TZVPD).

Results
Total charge: +1
LUMO energy, eV: -8.8
HOMO-LUMO gap, Eh: 0.0427

CARTESIAN COORDINATES (ANGSTROEM)
P (-0.936, -4.527, 0.730)
P (0.472, 3.423, 0.013)
F (0.656, -7.070, -0.018)
F (-6.709, -2.304, -1.471)
O (-0.998, 3.542, -0.376)
O (6.684, -6.059, -1.043)
O (4.490, -5.568, -1.180)
O (5.138, -7.392, -0.159)
O (1.635, -6.581, -1.915)
O (-1.660, -4.698, -0.754)
O (1.435, -3.897, 1.611)
N (2.230, 3.401, 0.288)
N (0.285, 4.472, 1.393)
N (0.365, 1.785, 0.545)
N (1.784, -4.953, -0.363)
N (-0.596, -3.163, -2.391)
C (1.367, -6.229, -0.840)
C (-3.752, -0.203, 0.031)
C (-3.135, -1.053, -0.911)
C (2.944, 3.430, -1.008)
C (0.942, -4.447, 0.689)
C (0.127, 0.826, -0.530)
C (2.917, 4.304, 1.210)
C (-3.744, -1.310, -2.118)
C (-0.183, 5.799, 1.027)
C (1.209, 1.163, 1.552)
C (-5.603, 0.116, -1.459)
C (-0.476, 4.003, 2.545)
C (5.487, -6.262, -0.843)
C (-1.192, -3.720, -1.593)
C (-4.980, -0.727, -2.407)
C (-4.981, 0.373, -0.248)
Be (1.416, 8.011, 0.776)
H (1.889, -4.287, -1.141)
H (2.581, 4.158, 2.235)
H (4.002, 3.191, -0.882)
H (-1.258, 5.819, 0.817)
H (1.411, 1.819, 2.396)
H (-0.239, -0.127, -0.133)
H (0.707, 0.282, 1.965)
H (-6.565, 0.560, -1.680)
H (1.039, 0.638, -1.109)
H (2.857, 4.408, -1.488)
H (2.174, 0.838, 1.145)
H (0.068, 3.228, 3.086)
H (-1.434, -5.540, 1.604)
H (-1.382, -3.290, 1.293)
H (-0.639, 1.185, -1.223)
H (-5.454, 1.021, 0.478)
H (-5.464, -0.922, -3.355)
H (-2.176, -1.505, -0.682)
H (2.794, 5.357, 0.935)
H (4.183, -7.207, -0.204)
H (-3.265, 0.000, 0.977)
H (0.340, 6.155, 0.129)
H (3.988, 4.082, 1.220)
H (2.527, 2.681, -1.689)
H (-1.459, 3.608, 2.267)
H (-0.624, 4.810, 3.267)
H (-3.270, -1.961, -2.841)
H (0.029, 6.518, 1.829)



[5]
Entry from the Open Molecules 2025 dataset: a molecular structure, C16H28Br2HgN2O3 (ωB97M-V/def2-TZVPD).

Results
LUMO energy, eV: 0.3
HOMO-LUMO gap, Eh: 0.3594

CARTESIAN COORDINATES (ANGSTROEM)
Hg (0.334, -0.724, -0.511)
Br (-1.805, -1.758, -0.795)
Br (2.644, 0.104, -0.354)
O (3.231, -3.289, -0.044)
O (-0.284, -0.078, -3.155)
O (-2.404, 1.171, 2.479)
N (-0.604, 1.682, -1.015)
N (0.625, -1.386, 2.061)
C (-0.283, -2.108, 2.651)
C (-1.585, 4.113, -1.872)
C (-1.309, 1.923, 2.999)
C (-2.407, 3.206, -1.185)
C (-1.896, 1.987, -0.783)
C (0.508, -0.018, -5.504)
C (1.269, -4.562, -0.739)
C (0.184, 2.590, -1.618)
C (1.419, -0.683, 2.835)
C (0.821, -0.434, -4.081)
C (0.348, -1.381, 4.825)
C (-1.906, 3.323, 3.076)
C (1.318, -0.624, 4.190)
C (-0.522, -2.135, 4.048)
C (2.503, -3.777, -1.140)
C (-0.259, 3.822, -2.066)
H (-2.447, 1.277, -0.163)
H (0.969, -1.523, -3.990)
H (-2.975, 3.328, 3.289)
H (-3.475, 3.445, -0.964)
H (-0.986, -2.589, 1.968)
H (1.452, -5.242, 0.124)
H (-0.388, 2.007, 2.390)
H (3.165, -4.486, -1.640)
H (0.285, -1.490, 5.884)
H (2.194, -0.056, 2.353)
H (-0.314, -0.675, -5.889)
H (-1.301, -2.773, 4.504)
H (3.034, -2.366, 0.027)
H (1.932, 0.059, 4.777)
H (-1.494, 4.030, 3.839)
H (2.226, -2.994, -1.826)
H (-2.227, 0.247, 2.290)
H (0.919, -5.208, -1.557)
H (-2.004, 5.060, -2.182)
H (1.702, 0.094, -3.685)
H (-1.036, 1.570, 3.959)
H (0.461, -3.897, -0.463)
H (-1.787, 3.848, 2.091)
H (1.232, 2.353, -1.648)
H (-1.126, -0.275, -3.571)
H (0.185, 1.030, -5.655)
H (0.478, 4.537, -2.439)
H (1.390, -0.273, -6.124)



[6]
Entry from the Open Molecules 2025 dataset: a molecular structure, C16H28ClCuN4O4 (ωB97M-V/def2-TZVPD).

Results
LUMO energy, eV: -1.2
HOMO-LUMO gap, Eh: 0.3339
Relative energy (zero: lowest compared OMol25 entry of this formula, charge and spin), kJ/mol: 146.2

CARTESIAN COORDINATES (ANGSTROEM)
Cu (-23.242, -3.623, 3.784)
Cl (-23.257, -3.040, 6.939)
O (-22.628, -2.254, 5.888)
O (-22.216, -3.490, 7.844)
O (-24.182, -2.252, 7.688)
O (-23.888, -4.200, 6.336)
N (-21.315, -3.424, 2.591)
N (-16.857, -0.778, 5.601)
N (-20.728, -5.915, 5.392)
N (-21.424, 3.730, 4.477)
C (-19.841, -0.441, 3.854)
C (-20.783, -6.024, 6.534)
C (-20.752, 2.616, 6.745)
C (-19.334, 0.069, 2.505)
C (-18.893, -3.255, 7.629)
C (-20.604, -2.770, 3.215)
C (-20.739, -7.635, 8.477)
C (-20.882, -6.198, 7.970)
C (-19.749, -1.933, 4.061)
C (-17.021, -1.064, 6.703)
C (-17.278, -1.370, 8.124)
C (-22.998, 1.479, 7.074)
C (-21.946, 2.402, 7.658)
C (-21.090, 3.275, 5.480)
C (-18.685, -1.923, 8.343)
C (-19.293, -8.159, 8.393)
H (-19.995, 3.252, 7.217)
H (-18.855, -1.962, 9.422)
H (-18.732, -2.315, 3.972)
H (-22.380, 3.348, 8.001)
H (-20.236, -5.545, 8.556)
H (-19.891, -3.575, 7.916)
H (-22.671, 0.460, 6.866)
H (-23.428, 1.905, 6.167)
H (-20.183, -2.177, 5.040)
H (-19.593, -0.575, 1.662)
H (-19.109, -8.610, 7.418)
H (-19.390, -1.141, 8.047)
H (-16.520, -2.113, 8.381)
H (-21.032, -7.694, 9.525)
H (-21.616, 2.091, 8.657)
H (-21.855, -5.813, 8.289)
H (-20.818, 0.016, 4.028)
H (-18.055, -3.918, 7.830)
H (-17.104, -0.412, 8.614)
H (-19.467, 1.127, 2.294)
H (-21.398, -8.273, 7.887)
H (-19.181, 0.012, 4.596)
H (-19.160, -8.954, 9.128)
H (-18.235, 0.007, 2.525)
H (-23.794, 1.387, 7.817)
H (-18.582, -7.362, 8.609)
H (-20.191, 1.709, 6.510)
H (-18.976, -3.041, 6.563)



[7]
Entry from the Open Molecules 2025 dataset: a molecular structure, C16H28ClMgN4O4 (ωB97M-V/def2-TZVPD).

Results
Total charge: +1
LUMO energy, eV: -10.0
HOMO-LUMO gap, Eh: 0.0893
Relative energy (zero: lowest compared OMol25 entry of this formula, charge and spin), kJ/mol: 1034.3

CARTESIAN COORDINATES (ANGSTROEM)
Cl (-1.683, 0.684, 1.298)
Mg (-6.387, -0.224, -0.090)
O (-1.024, 2.010, 1.190)
O (-1.100, -0.348, 0.455)
O (-1.669, 0.269, 2.692)
O (-3.001, 0.960, 0.872)
N (5.109, -0.762, 6.080)
N (-2.179, -4.758, -3.964)
N (-7.002, 3.752, 0.910)
N (5.722, 3.004, -1.769)
C (-5.438, 6.201, 3.428)
C (-7.011, 4.913, 1.183)
C (1.265, -6.131, -4.727)
C (2.152, -3.979, 3.536)
C (-0.020, -5.381, -2.631)
C (4.637, -1.709, 5.641)
C (2.933, -2.755, 4.042)
C (4.103, -2.966, 5.012)
C (4.666, 2.593, -2.082)
C (-1.223, -5.065, -3.390)
C (-5.804, 6.984, 2.148)
C (3.750, 1.720, -4.972)
C (2.975, 2.444, -3.854)
C (1.267, -5.267, -3.506)
C (-6.994, 6.399, 1.477)
C (3.362, 1.963, -2.465)
H (-4.952, 7.058, 1.472)
H (5.007, -3.463, 4.661)
H (3.363, -2.345, 3.128)
H (1.109, -3.719, 3.354)
H (-4.704, 6.733, 4.033)
H (3.303, 1.839, -5.959)
H (3.315, 0.889, -2.285)
H (3.016, 3.531, -3.791)
H (4.827, 1.891, -4.997)
H (-5.272, 5.124, 3.453)
H (2.815, 2.368, -1.614)
H (-7.153, 7.002, 0.582)
H (2.183, -6.128, -5.315)
H (0.028, -4.831, -1.691)
H (-7.859, 6.622, 2.102)
H (2.238, -2.063, 4.518)
H (3.690, 0.639, -4.846)
H (2.283, -4.762, 4.283)
H (3.859, -3.562, 5.891)
H (2.154, -5.573, -2.951)
H (-6.265, 6.155, 4.137)
H (1.415, -4.212, -3.741)
H (-0.037, -6.392, -2.225)
H (1.292, -7.174, -4.411)
H (0.449, -5.994, -5.437)
H (1.926, 2.163, -3.948)
H (2.582, -4.349, 2.606)
H (-6.022, 7.999, 2.480)



[8]
Entry from the Open Molecules 2025 dataset: a molecular structure, C16H28IrN2S2Si2 (ωB97M-V/def2-TZVPD).

Results
2S+1: 2
LUMO energy (alpha / beta), eV: -1.1 / -1.7
HOMO-LUMO gap (alpha / beta), Eh: 0.2277 / 0.2093
Relative energy (zero: lowest compared OMol25 entry of this formula, charge and spin), kJ/mol: 0.0

CARTESIAN COORDINATES (ANGSTROEM)
Ir (-0.138, 0.271, 0.454)
S (0.304, 0.071, 2.752)
S (-0.983, 2.399, 0.975)
Si (2.852, 0.918, -0.871)
Si (-2.656, -1.701, -0.312)
N (-1.039, -1.123, -0.722)
N (1.336, 0.015, -0.953)
C (1.418, -2.192, -3.896)
C (4.323, -0.215, -0.636)
C (-1.393, 3.784, 3.289)
C (1.824, -1.265, -2.979)
C (2.748, 2.014, 0.638)
C (-0.275, -1.501, -1.768)
C (-0.853, 2.507, 2.681)
C (-2.653, -3.529, 0.085)
C (0.148, -2.800, -3.772)
C (-3.900, -1.271, -1.641)
C (0.993, -0.892, -1.890)
C (-0.672, -2.459, -2.734)
C (-0.187, 1.600, 4.936)
C (-0.309, 1.522, 3.432)
C (-3.160, -0.792, 1.243)
C (3.077, 2.035, -2.357)
H (-2.198, 3.569, 3.992)
H (-4.162, -1.111, 1.549)
H (2.067, -2.461, -4.718)
H (-4.904, -1.566, -1.327)
H (-1.646, -2.921, -2.634)
H (-1.787, 4.437, 2.513)
H (-3.694, -1.758, -2.596)
H (-3.645, -3.845, 0.416)
H (-2.370, -4.154, -0.764)
H (-2.484, -0.999, 2.074)
H (-1.949, -3.735, 0.895)
H (-3.193, 0.289, 1.093)
H (3.166, 1.488, -3.298)
H (4.189, -0.825, 0.260)
H (5.232, 0.377, -0.506)
H (3.668, 2.598, 0.734)
H (4.485, -0.893, -1.476)
H (-0.608, 4.324, 3.821)
H (-0.581, 2.532, 5.334)
H (-3.906, -0.193, -1.814)
H (-0.172, -3.534, -4.500)
H (3.979, 2.638, -2.235)
H (1.916, 2.718, 0.574)
H (0.859, 1.509, 5.233)
H (2.228, 2.715, -2.450)
H (2.795, -0.797, -3.072)
H (2.630, 1.433, 1.554)
H (-0.723, 0.770, 5.398)